Density functional theory data (ωB97M-V with the def2-TZVPD basis set) for the ion C4H11N2O with charge +1 at a distorted geometry.

Calculated values
Maximum force, eV Å⁻¹: 4.08
Orbital gap, eV: 11.81
ΔE to the lowest compared entry with this formula, charge and spin, kJ/mol: 234.8
HOMO, Eh: -0.5559
Energy, eV: -9346.42315

ORCA input file:
```
! RIJCOSX wB97M-V def2-TZVPD def2/J DEFGRID3
* xyz 1 1
C 1.308 -1.222 -1.815
C 0.480 -0.080 -1.178
N -0.094 -0.615 0.045
C -0.627 0.066 1.038
N -0.794 -0.558 2.204
C -1.068 1.627 0.960
O -1.537 2.330 2.105
H 1.283 -0.993 -2.876
H 2.224 -1.350 -1.319
H 0.913 -2.167 -1.739
H -0.278 0.045 -1.954
H 1.216 0.623 -0.948
H -0.195 -1.568 0.324
H -0.403 -1.452 2.416
H -1.111 0.025 2.992
H -0.124 1.981 0.487
H -1.817 1.493 0.265
H -0.893 2.160 2.754
*
```

Atom charges from the Löwdin analysis, given in e for atoms 1 to 8:
1. C -0.051
2. C -0.167
3. N 0.083
4. C -0.225
5. N 0.210
6. C -0.101
7. O 0.031
8. H 0.097

=====

Density functional theory data (ωB97M-V with the def2-TZVPD basis set) for the molecule C7H12N2 at a distorted geometry.

Calculated values
Maximum force, eV Å⁻¹: 5.27
Orbital gap, eV: 8.44
ΔE to the lowest compared entry with this formula, charge and spin, kJ/mol: 910.3
HOMO, Eh: -0.2772
Energy, eV: -10424.04253

ORCA input file:
```
! RIJCOSX wB97M-V def2-TZVPD def2/J DEFGRID3
* xyz 0 1
C -0.007 -0.544 2.218
C -0.932 -0.147 0.933
C -1.019 1.183 -0.134
C -1.649 -0.031 -1.050
N -0.816 -0.981 -0.421
C 0.503 -0.819 -0.952
C 1.935 -0.872 -1.021
C 1.178 0.431 -0.506
N 0.313 1.469 -1.055
H 0.721 0.219 2.527
H -0.731 -0.494 3.220
H 0.829 -1.306 2.210
H -1.960 0.033 1.269
H -1.641 1.969 0.299
H -2.720 -0.121 -0.938
H -1.411 0.226 -2.086
H 0.577 -0.311 -1.983
H 2.420 -1.302 -0.143
H 2.002 -1.533 -2.102
H 1.700 0.490 0.431
H 0.708 2.441 -0.714
*
```

Atom charges from the Löwdin analysis, given in e for atoms 1 to 8:
1. C -0.069
2. C -0.171
3. C -0.078
4. C -0.180
5. N -0.065
6. C -0.360
7. C -0.060
8. C -0.313

=====

Density functional theory data (ωB97M-V with the def2-TZVPD basis set) for a cluster of 2 separate species, C2H5ISi in total.

Calculated values
Maximum force, eV Å⁻¹: 0.97
Orbital gap, eV: 8.22
ΔE to the lowest compared entry with this formula, charge and spin, kJ/mol: 222.8
HOMO, Eh: -0.3220
Energy, eV: -18130.59873

ORCA input file:
```
! RIJCOSX wB97M-V def2-TZVPD def2/J DEFGRID3
* xyz 0 1
C -0.753 0.741 -0.512
C -1.019 -0.760 -0.410
Si 0.028 -0.276 -1.944
I 4.221 -1.908 0.060
H -1.625 1.356 -0.705
H -0.144 1.166 0.279
H -0.554 -1.263 0.428
H -2.056 -1.065 -0.521
H 4.330 -0.378 0.403
*
```

Atom charges from the Löwdin analysis, given in e for atoms 1 to 8:
1. C -0.454
2. C -0.455
3. Si 0.775
4. I 0.377
5. H 0.034
6. H 0.035
7. H 0.034
8. H 0.036

=====

Density functional theory data (ωB97M-V with the def2-TZVPD basis set) for a structure of composition C18H24N2O2S3Yb at a distorted geometry.

Calculated values
<S²>: 0.751
Maximum force, eV Å⁻¹: 2.01
Orbital gap (alpha / beta), eV: 7.57 / 6.42
HOMO (alpha / beta), Eh: -0.6460 / -0.6460
Energy, eV: -90141.38263

ORCA input file:
```
! RIJCOSX wB97M-V def2-TZVPD def2/J DEFGRID3
* xyz 3 2
Yb -0.255 1.085 0.194
O -0.422 -5.845 -1.894
C -1.638 -5.215 -1.484
C -1.378 -3.751 -1.153
C -2.421 -2.934 -0.694
C -2.124 -1.650 -0.296
N -0.873 -1.097 -0.469
C 0.129 -1.909 -0.938
C -0.095 -3.248 -1.231
C 1.456 -1.200 -1.138
C 2.592 -1.887 -1.524
C 3.812 -1.204 -1.709
C 5.045 -1.889 -2.141
O 4.780 -3.232 -2.299
C 3.807 0.159 -1.453
C 2.661 0.749 -1.012
N 1.476 0.105 -0.846
H -0.585 -6.600 -2.465
H -2.075 -5.796 -0.643
H -2.326 -5.216 -2.307
H -3.418 -3.336 -0.585
H -2.913 -0.993 0.123
H 0.701 -3.883 -1.554
H 2.636 -2.931 -1.770
H 5.838 -1.662 -1.426
H 5.306 -1.423 -3.087
H 5.519 -3.687 -2.754
H 4.721 0.755 -1.599
H 2.639 1.829 -0.888
C -2.573 2.103 2.978
C -1.334 1.537 3.658
S 0.303 1.923 2.825
C 0.489 3.743 2.733
C -0.474 4.516 1.799
S -0.365 3.810 0.083
C -2.141 3.677 -0.499
C -3.181 3.103 0.446
S -2.810 1.477 1.287
H -2.508 3.175 2.943
H -3.501 1.827 3.443
H -1.305 0.455 3.727
H -1.249 1.912 4.665
H 1.572 3.995 2.567
H 0.286 4.086 3.745
H -0.153 5.569 1.709
H -1.491 4.542 2.147
H -2.031 3.134 -1.433
H -2.537 4.635 -0.822
H -4.116 2.851 -0.173
H -3.472 3.835 1.215
*
```

Atom charges from the Löwdin analysis, given in e for atoms 1 to 8:
1. Yb 1.539
2. O -0.044
3. C -0.154
4. C -0.109
5. C 0.032
6. C -0.104
7. N -0.080
8. C -0.158

=====

> What is the formula in the first record?

C4H11N2O

=====

> Look up the maximum force of the fourth one.

2.01 eV Å⁻¹

=====

> energy of number 2 (C7H12N2)?

-10424.04253 eV

=====

What did the third record say?
Density functional theory data (ωB97M-V with the def2-TZVPD basis set) for a cluster of 2 separate species, C2H5ISi in total.

Calculated values
Maximum force, eV Å⁻¹: 0.97
Orbital gap, eV: 8.22
ΔE to the lowest compared entry with this formula, charge and spin, kJ/mol: 222.8
HOMO, Eh: -0.3220
Energy, eV: -18130.59873

ORCA input file:
```
! RIJCOSX wB97M-V def2-TZVPD def2/J DEFGRID3
* xyz 0 1
C -0.753 0.741 -0.512
C -1.019 -0.760 -0.410
Si 0.028 -0.276 -1.944
I 4.221 -1.908 0.060
H -1.625 1.356 -0.705
H -0.144 1.166 0.279
H -0.554 -1.263 0.428
H -2.056 -1.065 -0.521
H 4.330 -0.378 0.403
*
```

Atom charges from the Löwdin analysis, given in e for atoms 1 to 8:
1. C -0.454
2. C -0.455
3. Si 0.775
4. I 0.377
5. H 0.034
6. H 0.035
7. H 0.034
8. H 0.036